1.
DFT (wB97M-V/def2-TZVPD) results for a cluster of 12 separate species, C54H90F27N3O18 in total.

Computed properties:
Structure (SMILES): CCOC(=O)C(F)(F)F.CCOC(=O)C(F)(F)F.CCOC(=O)C(F)(F)F.CCOC(=O)C(F)(F)F.CCOC(=O)C(F)(F)F.CCOC(=O)C(F)(F)F.CCOC(=O)C(F)(F)F.CCOC(=O)C(F)(F)F.CCOC(=O)C(F)(F)F.CCN(CC)CC.CCN(CC)CC.CCN(CC)CC
2S+1: 1
Frontier orbital gap: 0.30524 hartree
Total charge: 0

Each line ends with the Mulliken charge.
Geometry (Å):
C 11.65061 1.96895 -1.63000  -1.219
C 11.58430 2.75230 -0.30924  -0.552
N 10.49984 3.68586 -0.24312  0.136
C 10.99352 5.01352 -0.59988  -0.443
C 9.85844 5.99319 -0.84953  -1.281
C 9.84399 3.67802 1.10840  -0.387
C 9.03074 2.38749 1.34823  -1.278
H 12.37068 1.16805 -1.46214  0.406
H 11.98189 2.60733 -2.44904  0.278
H 10.79601 1.34734 -1.89717  0.288
H 11.43094 1.99131 0.45592  0.385
H 12.55978 3.17747 -0.07307  0.303
H 11.65191 5.42110 0.16726  0.357
H 11.49966 4.92948 -1.56159  0.329
H 9.17847 6.13236 -0.00905  0.310
H 10.21430 7.00907 -1.02116  0.386
H 9.21489 5.54541 -1.60678  0.336
H 9.13861 4.50283 1.20961  0.302
H 10.59842 3.79467 1.88641  0.297
H 9.68154 1.51797 1.44033  0.331
H 8.29767 2.20587 0.56228  0.299
H 8.46536 2.50435 2.27277  0.416
C -2.38900 -4.93107 -4.22302  -1.367
C -2.78390 -4.28858 -5.54569  -0.276
N -3.65703 -5.15811 -6.37156  0.050
C -3.66108 -4.66355 -7.74310  -0.526
C -2.41221 -5.03243 -8.57354  -1.241
C -5.04577 -5.08462 -5.83576  -0.370
C -5.82180 -6.32017 -6.21964  -1.288
H -2.03170 -5.95018 -4.37085  0.320
H -3.23398 -5.03224 -3.54194  0.304
H -1.65385 -4.30937 -3.71201  0.420
H -3.22223 -3.31145 -5.34273  0.233
H -1.85990 -4.10338 -6.09344  0.349
H -4.49367 -5.18018 -8.22057  0.332
H -3.96406 -3.61759 -7.69555  0.402
H -2.35574 -6.11248 -8.43799  0.316
H -2.65096 -4.85286 -9.62182  0.403
H -1.49115 -4.50540 -8.32458  0.305
H -5.53015 -4.19218 -6.23204  0.270
H -5.01309 -4.97049 -4.75226  0.361
H -6.77790 -6.45620 -5.71421  0.394
H -5.19692 -7.18055 -5.98016  0.321
H -5.96767 -6.34094 -7.29965  0.294
C 2.77573 0.01701 3.41215  -1.050
C 2.36710 0.45237 1.95284  -0.670
N 0.92081 0.83959 1.73277  0.012
C -0.07081 -0.18911 2.00416  -0.365
C 0.19019 -1.47982 1.22611  -1.430
C 0.58016 2.09223 2.42029  -0.330
C -0.90201 2.60047 2.41870  -1.458
H 2.84988 0.82512 4.13988  0.312
H 3.72976 -0.50626 3.47640  0.384
H 2.02656 -0.69462 3.75917  0.254
H 2.92924 1.38231 1.86726  0.373
H 2.74244 -0.27250 1.23049  0.391
H -0.19092 -0.36868 3.07253  0.315
H -1.02933 0.23279 1.70191  0.457
H -0.69003 -2.12269 1.22145  0.400
H 0.60731 -1.29797 0.23563  0.342
H 0.95645 -2.05488 1.74599  0.294
H 1.19623 2.89111 2.00755  0.385
H 0.80504 2.01769 3.48423  0.318
H -1.59910 1.97811 2.97982  0.323
H -1.25078 2.70980 1.39180  0.343
H -0.96263 3.59114 2.86923  0.405
C -5.05981 -5.98564 2.51887  -1.014
C -5.80917 -6.31639 3.79503  -0.213
O -4.95714 -6.14206 4.96140  -0.247
C -4.58756 -4.88305 5.36166  0.405
O -4.89316 -3.81914 4.79763  -0.548
C -3.77183 -4.91876 6.64176  0.822
F -2.55334 -4.42611 6.42917  -0.247
F -4.28825 -4.24786 7.60417  -0.238
F -3.60659 -6.16595 7.13160  -0.258
H -5.65730 -5.90642 1.61067  0.355
H -4.30972 -6.76341 2.37553  0.278
H -4.56490 -5.01681 2.58615  0.306
H -6.12604 -7.35889 3.82437  0.285
H -6.75365 -5.78081 3.89101  0.314
C 0.86109 3.05386 -4.09980  -1.168
C 0.05947 2.27810 -5.18904  -0.230
O 0.98585 1.73197 -6.16511  -0.216
C 0.53498 0.91005 -7.08768  0.414
O -0.64132 0.42346 -7.07120  -0.598
C 1.58868 0.50478 -8.17076  0.860
F 0.95385 0.46167 -9.32059  -0.236
F 2.57230 1.37223 -8.20892  -0.223
F 1.97856 -0.74627 -7.89815  -0.234
H 1.38993 3.91130 -4.51600  0.315
H 1.51189 2.32288 -3.61997  0.332
H 0.21211 3.36992 -3.28309  0.383
H -0.65205 2.97260 -5.63569  0.290
H -0.52225 1.46953 -4.74643  0.310
C -7.00760 6.80771 0.99435  -1.103
C -7.70237 7.80625 0.04903  -0.209
O -9.07658 7.70973 0.07738  -0.252
C -9.74716 6.61247 -0.41486  0.383
O -9.18505 5.64015 -0.93637  -0.526
C -11.32358 6.76907 -0.39436  0.798
F -11.81993 5.61800 0.08055  -0.226
F -11.77618 7.78014 0.39130  -0.235
F -11.73444 7.04277 -1.63574  -0.229
H -5.93646 7.00426 1.04085  0.355
H -7.13254 5.77248 0.67687  0.307
H -7.31121 6.85631 2.04008  0.309
H -7.29091 7.71797 -0.95646  0.298
H -7.30978 8.78519 0.32406  0.329
C -1.62021 8.49082 -2.98750  -1.094
C -0.95322 8.20521 -1.59884  -0.311
O 0.44468 8.04627 -1.71582  -0.190
C 1.24320 8.20214 -0.64426  0.406
O 0.85167 8.28076 0.53292  -0.562
C 2.73297 8.15826 -0.99747  0.863
F 3.31012 9.29034 -0.80758  -0.255
F 3.34279 7.23652 -0.27243  -0.236
F 2.91878 7.95910 -2.29353  -0.242
H -1.44415 7.64790 -3.65577  0.300
H -1.15984 9.36325 -3.45122  0.301
H -2.66949 8.71669 -2.79755  0.359
H -1.37979 7.38937 -1.01530  0.354
H -1.22159 9.06100 -0.97940  0.306
C -0.74373 5.88365 7.00579  -1.090
C -2.18677 5.46795 7.35934  -0.162
O -2.44189 4.13375 6.93022  -0.191
C -3.48273 3.37426 7.52848  0.281
O -4.16248 3.80661 8.46667  -0.520
C -3.73849 1.94920 6.93158  0.876
F -4.30647 1.18067 7.87519  -0.227
F -4.61397 2.12026 5.91608  -0.244
F -2.62502 1.39342 6.49293  -0.207
H -0.58437 5.74125 5.93694  0.263
H -0.01377 5.27887 7.54383  0.287
H -0.55665 6.95003 7.13207  0.373
H -2.80898 6.01656 6.65224  0.245
H -2.33785 5.63473 8.42585  0.313
C 3.32999 -8.41332 -5.61534  -1.029
C 2.52474 -7.10660 -5.76709  -0.318
O 2.88565 -6.09112 -4.74941  -0.289
C 3.73811 -5.14817 -5.08385  0.385
O 4.34998 -5.13341 -6.12192  -0.532
C 4.09756 -4.12510 -3.94623  0.827
F 5.42202 -3.94811 -3.92497  -0.229
F 3.44634 -3.00339 -4.22015  -0.238
F 3.64701 -4.60624 -2.75301  -0.221
H 4.38757 -8.18465 -5.74697  0.309
H 3.08368 -9.03189 -6.47838  0.372
H 3.06312 -8.94771 -4.70358  0.254
H 1.45224 -7.29196 -5.70815  0.373
H 2.74861 -6.70585 -6.75572  0.338
C -5.49207 -1.02356 -0.95995  -1.085
C -5.14829 0.16946 -1.90316  -0.255
O -5.79993 -0.03803 -3.12163  -0.199
C -5.74656 0.89316 -4.15003  0.359
O -5.05147 1.87920 -4.06767  -0.539
C -6.68894 0.57602 -5.36407  0.852
F -7.45624 1.62151 -5.53876  -0.237
F -5.83907 0.33974 -6.40589  -0.229
F -7.47504 -0.44472 -5.20777  -0.224
H -5.37471 -1.96778 -1.49171  0.274
H -6.54606 -0.99052 -0.68403  0.300
H -4.78612 -0.95752 -0.13210  0.359
H -4.06789 0.27955 -1.99658  0.303
H -5.46722 1.12368 -1.48384  0.314
C 2.29790 1.60482 9.69706  -1.198
C 1.18351 0.59201 9.93964  -0.154
O 1.26970 0.13095 11.24137  -0.212
C 0.24068 -0.48731 11.89114  0.390
O -0.85371 -0.68090 11.39284  -0.541
C 0.61825 -0.90611 13.38527  0.853
F -0.07818 -0.08182 14.16530  -0.237
F 0.28347 -2.11854 13.60682  -0.229
F 1.94921 -0.89050 13.66594  -0.242
H 2.14739 2.40704 10.41948  0.313
H 2.21250 2.02872 8.69650  0.369
H 3.28639 1.20011 9.91429  0.334
H 1.08634 -0.23315 9.23413  0.329
H 0.30525 1.19821 9.71762  0.226
C 2.09667 -7.80167 0.19643  -1.112
C 3.22189 -8.75316 -0.19253  -0.223
O 4.37394 -8.16564 -0.74700  -0.195
C 5.42111 -8.90530 -1.04337  0.310
O 5.40229 -10.13497 -1.18916  -0.560
C 6.68037 -8.09373 -1.25340  0.925
F 7.09757 -8.41263 -2.46659  -0.244
F 6.47412 -6.79342 -1.11818  -0.220
F 7.63030 -8.53464 -0.42048  -0.255
H 1.98744 -7.03646 -0.57209  0.281
H 2.24262 -7.37561 1.18905  0.314
H 1.16717 -8.36171 0.29877  0.357
H 2.90469 -9.48810 -0.93236  0.340
H 3.47142 -9.21844 0.76107  0.276



2.
DFT (wB97M-V/def2-TZVPD) results for a cluster of 18 separate species, C54H99Cl9N18 in total.

Computed properties:
2S+1: 1
Frontier orbital gap: 0.15713 hartree
Total charge: 0

Each line ends with the Mulliken charge.
Geometry (Å):
C -3.79967 6.57242 11.81954  -1.363
C -4.78427 7.16214 12.69942  -0.408
N -5.82696 6.36720 13.35129  0.346
C -6.18707 6.37533 14.71137  -0.399
C -7.10746 5.33045 14.89442  -0.535
N -7.48531 4.85627 13.64327  0.516
C -6.65775 5.50132 12.65389  -0.435
C -8.43409 3.74747 13.42292  0.319
H -4.25176 6.18166 10.90794  0.347
H -3.28607 5.70544 12.23507  0.355
H -3.09437 7.36051 11.55580  0.373
H -5.26439 8.08422 12.37177  0.334
H -4.10830 7.49684 13.48627  0.327
H -5.77683 7.09191 15.40752  0.456
H -7.66605 5.06210 15.77894  0.444
H -6.63127 5.09959 11.65174  0.290
H -7.95960 2.86118 13.00166  -0.465
H -9.25431 4.08544 12.78960  -0.038
H -8.86567 3.39002 14.35784  0.296
C -10.37033 8.41118 13.80529  -1.122
C -10.22124 7.29260 14.97158  -0.087
N -10.94918 7.48087 16.20648  0.296
C -11.00904 8.60783 16.94627  -0.154
C -11.72369 8.33070 18.10507  -0.635
N -12.28266 7.07247 18.03160  0.217
C -11.71613 6.49734 16.88244  -0.205
C -13.17070 6.53187 18.98649  -0.837
H -10.37224 9.41981 14.21851  0.473
H -11.35527 8.35478 13.34181  0.407
H -9.65865 8.27632 12.99078  0.070
H -9.14895 7.31607 15.16589  0.101
H -10.59822 6.36662 14.53735  0.166
H -10.46456 9.47465 16.60195  0.414
H -11.74793 8.85421 19.04940  0.401
H -11.80124 5.43210 16.72615  0.403
H -14.16699 6.97187 18.94277  0.340
H -12.79771 6.44259 20.00679  0.355
H -13.34383 5.50010 18.68057  0.306
C -7.51536 -4.10035 8.06219  -0.980
C -8.23493 -2.71897 8.17515  -0.767
N -7.62229 -1.61623 9.03313  0.395
C -6.54760 -0.85401 8.63205  -0.312
C -6.07734 -0.22398 9.75167  -0.831
N -6.97678 -0.39839 10.82152  0.479
C -7.84097 -1.35689 10.36903  -0.163
C -6.94118 0.06879 12.19793  -0.998
H -6.84886 -3.91762 7.21930  0.304
H -8.24175 -4.88744 7.85980  0.309
H -6.99168 -4.37780 8.97700  0.298
H -9.25996 -3.01001 8.40475  0.424
H -8.18735 -2.19421 7.22097  0.393
H -6.25934 -0.91931 7.59328  0.569
H -5.12272 0.25285 9.91825  0.419
H -8.52199 -2.04059 10.85395  0.387
H -6.94891 1.15625 12.12389  0.139
H -6.17507 -0.37167 12.83602  0.331
H -7.96135 0.06774 12.58178  0.379
C -9.81368 1.53659 7.50781  -0.869
C -10.97968 2.48398 7.77608  -0.803
N -10.62322 3.85623 8.12877  0.595
C -10.71309 4.90230 7.23006  -1.073
C -10.40559 6.00952 7.95365  -0.340
N -10.23424 5.68611 9.31652  0.622
C -10.29604 4.28787 9.32107  -0.479
C -10.00433 6.75134 10.34150  -0.459
H -9.31642 1.59442 6.53958  0.389
H -10.08515 0.49460 7.67705  0.328
H -8.98007 1.54960 8.20997  0.044
H -11.71984 2.28852 8.55201  0.553
H -11.55924 2.41969 6.85517  0.238
H -10.82721 4.67244 6.18099  0.620
H -10.42089 7.08124 7.82095  0.429
H -10.22108 3.65594 10.19368  0.449
H -9.06421 7.24480 10.09494  0.401
H -9.69097 6.26783 11.26678  -0.191
H -10.85704 7.42395 10.43416  0.246
C -8.15587 0.77762 1.51552  -1.034
C -6.77234 1.11837 0.89870  -0.555
N -6.42260 2.47806 0.85290  0.230
C -7.06591 3.53491 0.13946  -0.645
C -6.54612 4.68751 0.54219  -0.326
N -5.57517 4.58316 1.46701  0.266
C -5.52740 3.20821 1.65968  -0.096
C -4.82228 5.64282 2.06653  -0.909
H -8.03679 0.68638 2.59514  0.306
H -8.53747 -0.22106 1.30315  0.374
H -8.91592 1.46918 1.15196  0.306
H -7.00126 1.01074 -0.16155  0.323
H -5.91737 0.47798 1.11559  0.454
H -7.89753 3.28040 -0.50088  0.415
H -6.88532 5.66772 0.24134  0.465
H -5.00471 2.62790 2.40563  0.230
H -3.85786 5.15988 2.22385  0.370
H -5.31920 6.01595 2.96205  0.312
H -4.68386 6.46559 1.36511  0.368
C -15.89628 4.47764 8.68350  -1.076
C -16.07165 6.02907 8.51825  -0.370
N -15.77815 6.52137 7.16633  0.332
C -16.64737 7.13291 6.40339  -0.301
C -16.00603 7.62893 5.32176  -0.391
N -14.64799 7.48950 5.53860  0.284
C -14.44013 6.80139 6.79681  -0.595
C -13.58292 8.27025 4.87854  -0.864
H -14.99826 4.01111 8.27853  0.160
H -16.54546 3.80651 8.12115  0.352
H -15.87604 4.32161 9.76209  0.426
H -15.32175 6.49664 9.15631  0.222
H -17.05549 6.32531 8.88212  0.370
H -17.71666 7.01426 6.49791  0.369
H -16.44978 8.15457 4.48918  0.406
H -13.51227 6.62068 7.31915  0.576
H -12.85609 8.40977 5.67875  0.218
H -13.77344 9.23948 4.41767  0.335
H -12.85499 7.79288 4.22256  0.393
C -10.51403 7.42699 1.90639  -1.082
C -9.06161 7.92109 2.13592  -0.622
N -8.81655 8.70722 3.32555  0.219
C -8.53207 8.17592 4.49550  -0.466
C -8.72519 9.15245 5.40611  -0.647
N -9.18806 10.27168 4.81976  0.276
C -9.21540 10.10371 3.42718  -0.338
C -9.80818 11.37364 5.40948  -0.769
H -10.64231 6.61977 2.62752  0.279
H -10.74798 7.00505 0.92898  0.432
H -11.34607 8.10516 2.09589  0.301
H -8.86727 8.52376 1.24870  0.306
H -8.29094 7.15229 2.08025  0.378
H -8.26725 7.14791 4.69415  0.670
H -8.63939 9.11101 6.48190  0.677
H -9.46394 10.75577 2.60290  0.398
H -9.69675 11.35367 6.49359  0.232
H -10.85683 11.38720 5.11238  0.272
H -9.27095 12.26992 5.09938  0.337
C -12.74424 -6.10184 8.59477  -0.977
C -13.97218 -5.61727 9.38106  -0.538
N -14.11021 -4.12453 9.53865  0.090
C -13.02040 -3.41969 10.11687  -0.800
C -13.46692 -2.12279 9.97054  -0.369
N -14.62511 -1.99813 9.27245  0.266
C -15.00139 -3.27624 9.02845  -0.031
C -15.33513 -0.73185 8.84127  -0.868
H -13.11740 -6.98030 8.06830  0.311
H -11.79629 -6.35484 9.06963  0.328
H -12.47909 -5.22698 8.00114  0.301
H -13.96697 -6.07127 10.37200  0.304
H -14.88057 -6.00983 8.92408  0.430
H -12.14128 -3.81760 10.60187  0.491
H -12.98359 -1.21585 10.30257  0.612
H -15.76513 -3.58299 8.32916  0.334
H -16.26646 -0.69824 9.40660  0.298
H -15.54850 -0.92182 7.78939  0.385
H -14.67721 0.12961 8.95580  0.259
C -6.69247 15.63252 9.39567  -1.069
C -5.56222 14.54455 9.62334  -0.334
N -5.86078 13.26882 10.22973  0.160
C -5.13844 12.62509 11.24746  -0.702
C -5.63747 11.31035 11.32091  0.117
N -6.59511 11.11095 10.40303  0.287
C -6.75636 12.33761 9.74525  -0.566
C -7.45702 9.94694 10.02897  -0.572
H -6.34158 16.57583 9.81418  0.325
H -7.62729 15.25341 9.80857  0.364
H -6.85607 15.97771 8.37480  0.297
H -4.82145 14.92671 10.32571  0.249
H -4.99535 14.25251 8.73933  0.438
H -4.33741 13.04979 11.83431  0.395
H -5.17700 10.51901 11.89375  0.331
H -7.31860 12.53863 8.84531  0.482
H -7.49512 9.18793 10.81034  0.175
H -7.15671 9.64398 9.02592  0.188
H -8.45295 10.35131 9.84814  0.311
Cl -14.87634 0.82371 11.92415  -0.871
Cl -12.04705 4.67131 12.66146  -0.736
Cl -6.02076 7.40932 8.41257  -0.818
Cl -7.76820 4.21919 5.14671  -0.833
Cl -15.22204 8.93544 11.04653  -0.929
Cl -11.37101 9.71814 8.30862  -0.779
Cl -4.62161 1.29390 4.99879  -0.892
Cl -10.69001 0.73326 11.27736  -0.795
Cl -6.61512 3.23294 9.68912  -0.745



Max |F| for every record listed, in sequence, given in eV/A: 5.22 8.14.
E_LUMO for every record listed, in sequence, given in eV: -0.13 -0.51.
Highest occupied orbital energy for every record listed, in sequence, given in eV: -8.439 -4.789.